The following is a DFT calculation (ωB97M-V/def2-TZVPD) of C38H47ClN2O4ReS2SeSi2 as an isolated structure.

Geometry (Å):
H1 -4.944 2.569 -0.391
H2 4.452 5.492 -0.702
H3 -0.963 3.943 -0.587
H4 -1.411 -2.431 -5.172
H5 -1.751 -3.635 3.239
H6 -1.287 0.178 -4.787
C1 -2.627 -3.298 2.648
C2 -0.546 -2.569 -4.518
C3 0.622 -0.735 3.142
C4 -0.345 -0.021 -4.174
C5 -2.021 4.203 -0.421
H7 -5.628 -2.450 0.410
C6 -4.769 -3.855 1.779
C7 0.993 -5.801 -1.704
H8 -1.616 -0.317 5.040
S1 1.662 -0.249 1.788
H9 3.597 -0.698 4.174
C8 -2.614 -2.061 1.998
H10 4.552 -1.356 -5.586
O1 -3.469 0.790 -0.454
H11 0.228 -7.053 -0.204
H12 3.258 -0.591 -0.888
C9 1.006 5.146 -1.943
H13 -1.526 -1.135 6.587
C10 3.306 0.055 4.919
H14 -0.821 0.372 6.481
H15 1.568 1.116 5.675
C11 -3.860 5.807 -0.123
C12 4.759 -0.244 -2.367
C13 5.159 -0.451 -3.702
C14 4.325 -1.159 -4.549
H16 -3.816 -0.760 0.700
H17 4.052 0.873 4.860
C15 -2.899 3.141 -0.468
H18 0.391 -2.777 0.558
H19 0.257 4.422 -2.316
C16 0.270 -1.218 5.508
C17 0.522 -3.639 -0.091
O2 0.551 -0.611 -0.918
H20 0.084 -2.220 5.160
C18 -4.252 3.424 -0.367
H21 -0.637 -3.536 -4.032
C19 3.535 -0.711 -1.956
Cl1 -4.211 7.435 0.384
C20 2.590 -1.313 -2.837
H22 -1.772 6.340 -0.200
H23 1.582 5.478 -2.823
Re1 0.141 0.803 0.314
H24 4.137 4.507 -2.096
H25 1.808 1.408 3.972
S2 -0.311 2.318 1.896
C21 4.007 4.570 -1.027
C22 1.663 4.981 1.141
H26 0.517 -0.077 -4.841
C23 -1.909 -1.470 -2.719
C24 1.189 -4.518 -2.196
H27 3.442 -0.389 5.899
C25 -0.566 -1.424 -3.482
Si1 2.078 4.382 -0.586
H28 0.419 5.997 -1.560
O3 -1.317 1.315 -0.944
H29 6.118 -0.107 -4.089
H30 -2.728 -1.360 -3.433
C26 -4.814 -2.629 1.126
C27 1.868 0.632 4.744
H31 1.513 -4.320 -3.231
H32 -2.092 -2.433 -2.187
H33 1.198 -6.631 -2.367
H34 0.563 5.003 1.266
C28 -2.606 1.673 -0.603
H35 1.908 4.188 1.812
C29 3.047 -1.540 -4.164
Si2 0.843 -1.669 -2.206
O4 -1.367 -0.379 0.958
H36 2.416 -1.977 -4.931
C30 -4.777 4.721 -0.275
H37 -5.607 -4.518 1.650
H38 -0.225 0.791 -3.445
C31 -0.975 -0.526 5.878
C32 0.880 -3.389 -1.421
N1 -0.535 -1.388 2.902
H39 1.116 -1.247 6.235
H40 0.325 -2.520 -5.192
N2 0.982 -0.472 4.388
C33 -2.454 5.537 -0.270
C34 -1.429 -1.204 1.979
C35 -3.772 -1.680 1.259
H41 -3.576 -5.176 3.022
H42 5.414 0.293 -1.705
C36 -3.658 -4.198 2.496
C37 0.480 -6.000 -0.426
H43 -0.018 -4.943 1.407
C38 0.288 -4.896 0.399
H44 -5.856 4.893 -0.366
H45 2.069 5.960 1.499
Se1 2.047 2.046 -0.694
H46 -2.039 -0.660 -1.988
H47 4.618 3.827 -0.567

The HOMO-LUMO gap (alpha / beta) is 4.1 / 5.1 eV. As for the LUMO energy (alpha / beta): 4.09 / 4.09 eV. The value obtained for the max |F| is 6.08 eV Å⁻¹. Its total charge is -2. As for the energy above the lowest of the compared OMol25 structures with the same formula, charge and spin: 0.0 kJ/mol. Its HOMO energy (alpha / beta) is -0.018 / -1.019 eV. The spin multiplicity is 4.

Charges per atom according to Löwdin partitioning, unit e:
1 H 0.118
2 H -0.013
3 H 0.071
4 H 0.067
5 H 0.110
6 H 0.091
7 C -0.055
8 C -0.115
9 C -0.665
10 C -0.069
11 C -0.044
12 H 0.100
13 C -0.136
14 C -0.124
15 H 0.076
16 S 0.572
17 H 0.060
18 C -0.113
19 H 0.082
20 O 0.004
21 H 0.095
22 H 0.068
23 C -0.243
24 H 0.066
25 C -0.096
26 H 0.073
27 H 0.112
28 C -0.654
29 C -0.097
30 C -0.106
31 C -0.136
32 H 0.077
33 H 0.071
34 C -0.152
35 H 0.079
36 H 0.020
37 C -0.192
38 C -0.073
39 O -0.598
40 H 0.100
41 C -0.036
42 H 0.059
43 C -0.136
44 Cl 0.599
45 C -0.176
46 H 0.069
47 H 0.018
48 Re 0.668
49 H -0.001
50 H 0.072
51 S -0.066
52 C -0.253
53 C -0.282
54 H 0.057
55 C -0.086
56 C -0.114
57 H 0.044
58 C -0.573
59 Si 0.243
60 H 0.011
61 O -0.329
62 H 0.087
63 H 0.070
64 C -0.078
65 C -0.226
66 H 0.098
67 H 0.091
68 H 0.084
69 H -0.014
70 C -0.465
71 H -0.033
72 C -0.108
73 Si 0.555
74 O -0.234
75 H 0.076
76 C -0.092
77 H 0.084
78 H 0.068
79 C -0.093
80 C -0.187
81 N 0.111
82 H 0.119
83 H 0.060
84 N -0.120
85 C -0.092
86 C -0.414
87 C 0.033
88 H 0.104
89 H 0.095
90 C -0.130
91 C -0.109
92 H 0.080
93 C -0.092
94 H 0.094
95 H 0.026
96 Se 0.297
97 H 0.055
98 H -0.017